(1)
210
Properties=species:S:1:pos:R:3 method="wB97M-V/def2-TZVPD" gap_ha=0.3381 charge=-1 fmax_ha_per_bohr=0.202
C -3.0398 -0.4250 1.2799
F -2.5145 -1.4140 1.9776
F -3.8072 -0.7371 0.2234
F -3.8195 0.2790 2.1567
S -1.7433 0.8213 0.7049
O -2.4553 1.6887 -0.2794
O -1.4489 1.4313 2.0027
N -0.5608 -0.1138 -0.0715
S 0.6316 0.6241 0.3422
O 0.8273 2.0297 0.0372
O 1.0711 0.3145 1.6753
C 2.0681 -0.1880 -0.7693
F 2.9800 0.7737 -0.9324
F 2.6446 -1.2012 -0.1437
F 1.5908 -0.5035 -1.9621
O 5.9904 -1.5517 -0.2992
S 6.6191 -0.3700 0.3026
O 6.6830 0.8550 -0.4380
O 5.8695 -0.0403 1.8347
C 5.3865 -1.1432 2.5821
C 4.5968 -0.6020 3.8188
C 8.2871 -0.7878 1.0347
H 6.1809 -1.8524 2.8147
H 4.6410 -1.6879 2.0028
H 3.9768 -1.2822 4.4028
H 3.8847 0.1723 3.5337
H 5.3263 -0.2255 4.5359
H 8.9531 -0.6946 0.1768
H 8.2884 -1.8212 1.3815
H 8.5377 -0.1437 1.8776
O -0.5194 -5.9110 -0.8130
S -0.9942 -4.7488 -0.0726
O -2.1842 -4.7892 0.7586
O 0.3022 -4.2732 0.9246
C 0.0155 -3.2441 1.8029
C 1.1759 -3.1715 2.7272
C -1.0407 -3.2019 -1.1418
H -0.8812 -3.4755 2.3779
H -0.2151 -2.3217 1.2698
H 1.7023 -4.1074 2.9145
H 0.9478 -2.9093 3.7603
H 1.9764 -2.4863 2.4482
H -1.5717 -2.4149 -0.6064
H -1.6886 -3.6297 -1.9068
H 0.0096 -2.9726 -1.3218
O 3.3441 2.8620 -5.2251
S 4.2304 2.0087 -4.4970
O 3.7998 0.6509 -4.1961
O 5.7278 2.0722 -5.1825
C 6.6576 1.0898 -4.9115
C 8.0517 1.5475 -5.3205
C 4.5707 2.9542 -2.9811
H 6.3198 0.2965 -5.5784
H 6.6793 0.7575 -3.8736
H 8.0871 1.3814 -6.3972
H 8.7350 0.8438 -4.8449
H 8.2952 2.6025 -5.1955
H 3.7088 2.8175 -2.3280
H 4.7779 3.9567 -3.3556
H 5.4052 2.4807 -2.4641
O -3.8650 1.1349 -5.0493
S -2.6100 0.4870 -4.6639
O -1.9227 -0.3341 -5.6601
O -1.6356 1.7109 -4.0014
C -0.4158 1.3687 -3.3861
C 0.3796 2.6318 -2.8395
C -3.0260 -0.5509 -3.1991
H 0.1206 0.7682 -4.1207
H -0.5840 0.7640 -2.4949
H 1.4042 2.3366 -2.6135
H -0.2895 2.9547 -2.0419
H 0.4558 3.3760 -3.6323
H -3.9165 -1.0695 -3.5543
H -3.2396 0.1278 -2.3734
H -2.1158 -1.1143 -2.9937
O 1.8760 1.8527 4.9674
S 1.4320 1.3297 6.2507
O 1.5706 2.1985 7.3955
O -0.0775 0.7341 6.1303
C -0.4134 -0.0257 4.9714
C -1.9279 -0.4892 5.0177
C 2.4533 -0.1988 6.5749
H 0.1233 -0.9445 4.7350
H -0.3758 0.7567 4.2134
H -2.2491 -0.8965 4.0591
H -2.6044 0.3516 5.1708
H -2.0027 -1.3312 5.7058
H 3.5053 0.0761 6.4986
H 2.2164 -1.0133 5.8905
H 2.1513 -0.5570 7.5591
O -1.8511 -6.5098 -3.5191
S -1.0590 -5.8985 -4.6350
O -1.6611 -5.9716 -5.9558
O -0.5030 -4.3376 -4.2635
C -0.1509 -3.4386 -5.2773
C 0.4211 -2.2656 -4.5146
C 0.5869 -6.7014 -4.5952
H -0.9306 -3.1591 -5.9859
H 0.7107 -3.8700 -5.7868
H 0.7946 -1.4629 -5.1505
H 1.2521 -2.6276 -3.9093
H -0.3208 -1.7380 -3.9152
H 1.3125 -6.0476 -5.0792
H 0.4402 -7.5613 -5.2489
H 0.7808 -6.9967 -3.5641
O -6.7786 -3.7846 -5.1826
S -5.5809 -4.1974 -4.4977
O -4.4344 -3.2810 -4.3442
O -5.9102 -4.8926 -3.0295
C -4.9372 -4.9225 -1.9766
C -4.9451 -3.6131 -1.1609
C -4.8857 -5.6364 -5.3370
H -3.9149 -5.2045 -2.2285
H -5.2768 -5.7113 -1.3054
H -4.4346 -3.7733 -0.2113
H -5.9751 -3.2686 -1.0684
H -4.4126 -2.7443 -1.5479
H -4.3495 -6.1885 -4.5651
H -4.2413 -5.3163 -6.1558
H -5.6513 -6.3503 -5.6406
O 0.5307 6.4987 3.1030
S 0.7879 5.4333 4.0199
O 2.1296 5.0405 4.4089
O -0.2591 5.6842 5.3205
C 0.0188 5.0421 6.5196
C 0.0838 6.2862 7.4193
C -0.0310 3.9096 3.3402
H 0.9507 4.4915 6.3905
H -0.7805 4.3666 6.8243
H 1.0781 6.6973 7.2451
H -0.0810 6.0792 8.4767
H -0.6836 7.0218 7.1781
H 0.5123 3.6142 2.4426
H -1.0933 4.1387 3.2561
H -0.0533 3.2000 4.1673
O 5.6558 -4.7425 -4.4522
S 4.4774 -4.2127 -3.8055
O 3.1358 -4.4960 -4.3080
O 4.5484 -4.6593 -2.2173
C 3.4359 -4.3897 -1.4077
C 3.4762 -5.1682 -0.1136
C 4.7785 -2.3120 -3.5694
H 2.5070 -4.6818 -1.8976
H 3.3696 -3.3022 -1.3749
H 3.2237 -6.2222 -0.2296
H 2.9180 -4.6074 0.6360
H 4.4667 -5.1113 0.3378
H 5.0382 -1.8739 -4.5331
H 5.5294 -2.1510 -2.7959
H 3.8083 -1.9797 -3.2001
O -0.2778 9.5279 -1.8960
S -1.2174 8.4606 -2.0255
O -1.5317 7.8364 -3.3035
O -0.9668 7.3165 -0.8180
C -0.4317 6.0914 -1.2306
C 0.3204 5.4721 -0.0586
C -2.8835 9.1458 -1.3675
H 0.2324 6.2582 -2.0787
H -1.2186 5.4015 -1.5354
H 0.8338 4.5209 -0.1990
H -0.4872 5.3854 0.6684
H 1.0785 6.1759 0.2849
H -3.1494 10.0606 -1.8972
H -2.7908 9.3453 -0.3000
H -3.6317 8.4017 -1.6405
O -8.3196 -0.0888 2.4223
S -7.8900 0.7930 1.3267
O -7.2291 2.0914 1.6119
O -6.8905 -0.0608 0.2606
C -6.3417 0.6534 -0.8733
C -6.6873 -0.1766 -2.1575
C -9.3369 1.0436 0.1197
H -5.2695 0.7852 -0.7282
H -6.7819 1.6505 -0.8769
H -7.7640 -0.2020 -2.3251
H -6.5195 -1.2401 -1.9873
H -6.1837 0.2750 -3.0123
H -10.0635 1.5247 0.7744
H -9.6475 0.0140 -0.0584
H -8.9414 1.6356 -0.7056
O 3.2851 6.4048 -2.0204
S 3.9364 6.4551 -0.6772
O 3.5837 7.4762 0.2835
O 3.7292 4.9059 -0.0324
C 3.8872 4.6576 1.3373
C 4.7154 3.4370 1.4406
C 5.7919 6.2167 -0.8502
H 2.9105 4.3795 1.7334
H 4.2280 5.4243 2.0331
H 5.7365 3.6571 1.1294
H 4.4622 2.4802 0.9839
H 4.9897 3.2550 2.4797
H 6.2267 7.0396 -1.4176
H 5.8924 5.3148 -1.4539
H 6.2518 6.0154 0.1173
O -5.9007 -5.6940 7.3336
S -5.5734 -4.4177 6.6534
O -4.7524 -3.3601 7.2472
O -4.9197 -4.7928 5.1550
C -4.2967 -3.7559 4.4718
C -4.8308 -3.9450 3.0327
C -7.1918 -3.6807 6.1940
H -3.2100 -3.7304 4.5537
H -4.5720 -2.7556 4.8061
H -5.9197 -3.9567 3.0806
H -4.5598 -4.8883 2.5585
H -4.5332 -3.1178 2.3883
H -7.0037 -2.8378 5.5289
H -7.5539 -3.3211 7.1571
H -7.8819 -4.3917 5.7397

(2)
17
Properties=species:S:1:pos:R:3 method="wB97M-V/def2-TZVPD" gap_ha="0.3118 / 0.2941" s_squared=0.75 charge=+1 spin_multiplicity=2 fmax_ha_per_bohr=0.094
O 0.7697 -1.6339 6.6217
C 0.8020 -1.4118 5.4931
O 0.8044 -1.2485 4.3400
O 0.5332 0.2847 1.1420
Li 1.3643 -0.6006 2.5524
O -1.6731 -0.2526 -3.9344
C -1.4258 -0.1169 -2.7177
O -1.9549 -0.7525 -1.7774
O -0.5738 0.9070 -2.4131
C -0.4181 1.3014 -1.0643
C 1.6423 0.4829 -0.9562
C 0.5138 0.3063 -0.0858
Na -2.9982 -2.0477 -3.3863
H -0.1134 2.2641 -0.6272
H -1.4519 1.5566 -0.7741
H 2.3451 1.2937 -0.7545
H 1.8344 -0.3320 -1.6582

(3)
66
Properties=species:S:1:pos:R:3 method="wB97M-V/def2-TZVPD" gap_ha=0.2465 fmax_ha_per_bohr=0.003
Be 0.6858 -1.0216 -0.1714
O 4.3832 5.3568 -2.1581
N 4.0424 4.8642 -1.1032
O 4.2138 5.3703 -0.0120
C 3.4051 3.5347 -1.1475
C 3.8081 2.7182 -2.1364
C 3.3034 1.3847 -2.2238
C 3.7040 0.5192 -3.2523
C 3.1797 -0.7423 -3.2998
C 2.2860 -1.1285 -2.2997
N 1.9090 -0.3433 -1.3045
C 2.3833 0.9273 -1.2728
C 1.9094 1.8420 -0.2577
N 0.9552 1.3796 0.5578
C 0.4859 2.1606 1.4954
C 0.9090 3.4885 1.6530
C 1.8715 3.9870 0.8187
C 2.4205 3.1477 -0.1725
H 4.5272 3.0696 -2.8630
H 4.4084 0.8657 -3.9982
H 3.4377 -1.4396 -4.0833
H 1.8511 -2.1175 -2.3097
H -0.2624 1.7267 2.1487
H 0.4705 4.1057 2.4247
H 2.2136 5.0040 0.9218
C -5.2014 2.7002 2.6704
C -4.2835 2.1130 1.6334
C -4.3993 2.4828 0.2934
C -3.5846 1.9213 -0.6731
C -2.6288 0.9835 -0.3003
C -2.4921 0.6001 1.0242
C -3.3231 1.1702 1.9806
S -1.5920 0.3049 -1.5688
O -0.5694 1.2722 -1.8790
O -2.4676 -0.1027 -2.6368
N -0.8642 -0.9643 -0.8934
C -1.5028 -2.2007 -0.8365
C -2.8352 -2.5076 -0.9760
C -3.2678 -3.8483 -0.8683
C -2.4075 -4.8793 -0.6198
C -1.0298 -4.6010 -0.4608
C -0.0405 -5.5672 -0.1802
C 1.2635 -5.1845 -0.0226
C 1.5975 -3.8257 -0.1446
N 0.7038 -2.9050 -0.4228
C -0.5964 -3.2690 -0.5750
H -5.4143 3.7486 2.4608
H -4.7675 2.6293 3.6672
H -6.1552 2.1684 2.6860
H -5.1424 3.2175 0.0056
H -3.6876 2.1980 -1.7145
H -1.7397 -0.1213 1.3234
H -3.2169 0.8682 3.0164
H -3.5565 -1.7320 -1.1846
H -4.3244 -4.0534 -0.9847
H -2.7612 -5.8986 -0.5338
H -0.3282 -6.6072 -0.0827
H 2.0379 -5.9038 0.2035
H 2.6143 -3.4829 0.0098
C 2.4856 -1.4738 3.3794
O 2.2381 -1.4140 1.9734
C 0.9426 -1.1037 1.5970
O 0.1204 -0.9203 2.4799
H 3.5396 -1.7163 3.4928
H 1.8684 -2.2380 3.8521
H 2.2665 -0.5175 3.8547

(4)
10
Properties=species:S:1:pos:R:3 method="wB97M-V/def2-TZVPD" gap_ha=0.2644 charge=-1 fmax_ha_per_bohr=0.031
C -1.1029 0.6494 -0.9049
N 0.3439 0.4977 -0.7812
C 0.7208 -0.1012 0.6454
O 0.0987 -1.1541 1.0724
H -1.6263 -0.2032 -1.3887
H -1.4460 1.4939 -1.5088
H -1.5629 0.6511 0.0879
H 0.5663 -0.2279 -1.4458
H 0.5344 0.8348 1.2559
H 1.8037 -0.1617 0.4570

(5)
8
Properties=species:S:1:pos:R:3 method="wB97M-V/def2-TZVPD" gap_ha=0.3562 fmax_ha_per_bohr=0.054
C 0.8318 0.6483 -0.2596
O -0.0623 0.1665 0.7721
N -1.1954 -0.3676 0.2380
Br -1.0005 -2.2702 -0.1657
H 1.3065 1.6994 0.0503
H 0.5002 0.7210 -1.3424
H 1.5800 -0.1268 -0.3022
H -1.9602 -0.4706 1.0096

(6)
21
Properties=species:S:1:pos:R:3 method="wB97M-V/def2-TZVPD" gap_ha=0.3296 fmax_ha_per_bohr=0.043
O -3.6303 -0.5459 1.2604
C -3.1325 0.4151 0.3856
C -2.4737 -0.2520 -0.8357
S -0.9959 -1.3230 -0.5522
C 0.2818 -0.1587 -0.3159
N 0.0530 1.1652 -0.4680
C 1.0675 1.9903 -0.1348
N 2.3360 1.6725 0.1421
C 2.5457 0.3692 0.1412
N 3.6849 -0.2838 0.3779
N 3.5907 -1.6100 0.3175
C 2.3063 -1.8634 0.0434
C 1.5872 -0.6353 -0.0917
H -2.9064 -1.0301 1.6132
H -3.9250 1.0237 -0.0687
H -2.4984 1.1147 0.9275
H -3.2483 -0.8563 -1.2608
H -2.0600 0.4877 -1.5451
H 0.8758 3.0830 -0.1992
H 4.6016 0.1182 0.3950
H 1.9398 -2.8810 -0.1319

(7)
74
Properties=species:S:1:pos:R:3 method="wB97M-V/def2-TZVPD" gap_ha=0.1974 charge=+2 fmax_ha_per_bohr=0.083
Mo -0.9024 -1.1397 -0.9621
O -4.6343 0.1918 0.3995
C -3.6378 -0.4503 -0.0899
O -2.5684 0.0359 -0.3915
C -3.7727 -1.9034 -0.2879
C -4.8835 -2.6921 -0.0445
C -4.7803 -4.0378 -0.2647
C -3.5598 -4.5481 -0.7138
C -2.5345 -3.6948 -0.9159
N -2.6270 -2.3932 -0.7200
C -1.1292 -4.0039 -1.3773
O -0.6714 -5.1361 -1.6261
O -0.3890 -3.0629 -1.4794
H -4.4224 1.1348 0.4986
H -5.7993 -2.2356 0.3170
H -5.6255 -4.6970 -0.0898
H -3.4447 -5.6157 -0.9017
H -1.3268 -5.8473 -1.5535
Br 5.8661 -0.6772 -1.0621
C 4.0230 -0.8644 -1.0767
C 3.4317 -2.0107 -0.5979
C 2.0605 -2.0945 -0.6171
N 1.2766 -1.1032 -1.0723
C 1.8714 0.0209 -1.5025
C 3.2323 0.1646 -1.5377
C 0.9476 1.1023 -1.8989
C 1.3959 2.3001 -2.3847
C 0.4813 3.2864 -2.6967
Br 1.0618 4.9075 -3.3750
C -0.8617 3.0521 -2.5016
C -1.2426 1.8258 -2.0175
N -0.3681 0.8517 -1.7145
H 4.0196 -2.8332 -0.2091
H 1.5783 -2.9699 -0.2458
H 3.6878 1.0736 -1.9066
H 2.4527 2.4751 -2.5289
H -1.6086 3.8039 -2.7271
H -2.2781 1.6085 -1.8835
Cl 0.0101 -0.6838 -4.6650
Si -1.5404 -1.2423 -3.4365
Cl -3.1504 -0.0272 -3.8688
Cl -2.1251 -3.1340 -4.0677
C 2.4390 4.1422 -1.1416
C 2.3460 2.9195 -0.2466
C 3.3036 1.9172 -0.3604
C 3.2528 0.8189 0.4746
C 2.2430 0.7027 1.4201
C 1.2944 1.7064 1.5547
N 0.3266 1.6522 2.6175
C 0.1270 0.5592 3.4809
C 0.0943 0.7439 4.8650
C -0.0815 -0.3265 5.7223
C -0.2236 -1.6271 5.2244
C -0.2340 -1.8169 3.8642
C -0.0877 -0.7309 2.9838
C -0.3194 -0.9269 1.5589
O -0.2898 0.0487 0.7485
O -0.6240 -2.0733 1.0064
C 1.3243 2.8122 0.7142
C 0.2931 3.9133 0.8739
H 3.3202 4.0845 -1.7836
H 2.5117 5.0642 -0.5571
H 1.5599 4.2466 -1.7888
H 4.1139 2.0236 -1.0796
H 4.0382 0.0662 0.4270
H 2.2332 -0.1397 2.1102
H 0.0195 2.5328 2.9714
H 0.2497 1.7448 5.2610
H -0.0910 -0.1529 6.7955
H -0.3376 -2.4678 5.8989
H -0.3753 -2.8090 3.4489
H -0.6611 3.5304 1.2478
H 0.0892 4.4081 -0.0770
H 0.6329 4.6970 1.5621

(8)
67
Properties=species:S:1:pos:R:3 method="wB97M-V/def2-TZVPD" gap_ha="0.2965 / 0.1569" s_squared=2.01 charge=+2 spin_multiplicity=3 fmax_ha_per_bohr=0.040
Au 0.1979 -0.3880 1.2061
C -2.8535 -0.9348 -0.2748
As -1.0491 -1.4016 -0.5748
C -1.2535 -3.3085 -0.7293
C -0.7071 -0.9095 -2.4604
C 0.6407 -0.3120 -2.8284
C 1.7742 -1.2170 -2.4197
C 0.8357 1.1008 -2.2894
As 1.3897 1.2946 -0.3597
C 0.8362 3.0955 0.0929
C 3.2845 1.6080 -0.5015
C 0.6140 -0.2134 -4.3890
As 0.4218 -1.9825 -5.1651
C 1.9133 -2.5690 -6.1696
C -1.0992 -2.2083 -6.3687
H -3.4211 -1.4553 -1.0276
H -3.0176 0.1151 -0.2601
H -3.1229 -1.4276 0.6659
H -2.0481 -3.4111 -1.4691
H -1.5898 -3.7153 0.2197
H -0.3315 -3.8315 -1.0251
H -1.5451 -0.3240 -2.7689
H -0.8048 -1.8824 -2.9566
H 1.8477 -1.2941 -1.3059
H 2.7355 -0.8274 -2.8354
H 1.6633 -2.2772 -2.7826
H -0.0716 1.7391 -2.3842
H 1.6919 1.6232 -2.7661
H 1.0461 3.7623 -0.7388
H 1.3978 3.3303 1.0258
H -0.1999 3.1464 0.2994
H 3.5252 2.6045 -0.8387
H 3.7433 0.8012 -1.1116
H 3.6073 1.5090 0.5322
H 1.5408 0.1880 -4.8485
H -0.1783 0.4502 -4.6850
H 1.5709 -3.3266 -6.9436
H 2.6073 -3.0431 -5.4649
H 2.4316 -1.6975 -6.6640
H -2.0147 -1.8515 -5.9108
H -1.2049 -3.2897 -6.5695
H -0.8367 -1.6701 -7.3050
O -1.6584 1.4310 1.7038
C -1.4821 2.2662 2.5931
C -0.3518 2.3225 3.5170
C -0.2811 3.5493 4.1961
C 0.7300 3.7966 5.0652
C 1.7187 2.8425 5.2909
C 1.6704 1.6520 4.6126
C 0.6424 1.3686 3.7008
O 0.6216 0.1828 3.1521
N 0.7195 5.0613 5.8176
O 1.4639 5.1422 6.8000
O -0.0700 5.8979 5.4840
H -2.1440 3.1452 2.5993
H -1.0644 4.2811 4.0546
H 2.5974 3.0734 5.8626
H 2.4062 0.8898 4.6749
N -1.1110 -1.7816 4.3829
C -1.8105 -2.2554 3.3617
O -1.4110 -1.9857 2.1978
C -3.0936 -2.9679 3.6704
I -3.2257 -4.9162 2.9137
H -0.3017 -1.1902 4.1847
H -1.4040 -2.0284 5.3093
H -3.9070 -2.3870 3.2537
H -3.2218 -2.9895 4.7516